Model P:
{"formula": "C4H14N2OS", "method": "the ωB97M-V functional and the def2-TZVPD basis", "homo_lumo_gap_ev": 4.0, "lumo_ev": -4.02, "homo_energy_ev": -8.01, "mol_weight_g_mol": 138.24, "species": ["C", "N", "C", "C", "S", "C", "N", "H", "H", "H", "H", "H", "H", "H", "H", "H", "H", "H", "H", "H", "H", "O"], "positions_angstrom": [[0.87, 0.21, -1.67], [-0.46, 0.66, 0.79], [0.12, -0.47, 1.54], [-0.55, -1.77, 1.11], [0.10, -3.15, 2.07], [1.28, 1.49, -2.31], [1.28, 2.74, -1.25], [-0.12, -0.08, -2.09], [1.66, -0.53, -1.45], [0.02, 0.64, -0.12], [1.16, -0.57, 1.17], [0.03, -0.28, 2.61], [-0.37, -1.91, 0.01], [-1.66, -1.67, 1.26], [-0.67, -4.04, 1.41], [0.60, 1.80, -3.12], [2.34, 1.44, -2.52], [0.36, 3.14, -1.12], [1.39, 2.21, -0.36], [-3.28, 0.25, 1.50], [-1.46, 0.33, 0.82], [-2.64, -0.43, 1.72]]}

---

Model Q:
{"formula": "C4H14N2OS", "method": "the ωB97M-V functional and the def2-TZVPD basis", "homo_lumo_gap_ev": 9.1, "lumo_ev": 0.53, "homo_energy_ev": -8.60, "mol_weight_g_mol": 138.24, "species": ["C", "N", "C", "C", "N", "C", "S", "H", "H", "H", "H", "H", "H", "H", "H", "H", "H", "H", "H", "O", "H", "H"], "positions_angstrom": [[0.03, 0.66, -2.03], [0.20, 1.54, -0.90], [0.28, 1.03, 0.45], [-1.00, 0.35, 0.97], [-2.21, 1.17, 0.66], [1.48, 0.08, 0.60], [2.58, 0.47, 2.00], [-0.56, -0.23, -1.76], [0.97, 0.28, -2.42], [-0.53, 1.16, -2.81], [-0.12, 2.50, -0.98], [0.45, 1.89, 1.09], [-1.20, -0.65, 0.58], [-0.97, 0.34, 2.06], [-3.01, 0.62, 0.41], [-2.04, 1.80, -0.12], [2.06, 0.14, -0.31], [1.16, -0.95, 0.74], [3.59, 0.99, 1.31], [-0.30, -4.51, 0.51], [0.06, -3.75, 0.04], [-0.92, -4.92, -0.10]]}

---

Model R:
{"formula": "C4H14N2OS", "method": "the ωB97M-V functional and the def2-TZVPD basis", "homo_lumo_gap_ev": 9.6, "lumo_ev": 0.54, "homo_energy_ev": -9.05, "mol_weight_g_mol": 138.24, "species": ["N", "C", "C", "N", "C", "C", "S", "H", "H", "H", "H", "H", "H", "H", "H", "H", "H", "H", "H", "O", "H", "H"], "positions_angstrom": [[-1.52, -1.00, 1.68], [-0.16, -1.20, 1.16], [0.77, -0.05, 0.74], [1.04, 0.94, 1.92], [0.49, 0.70, -0.52], [0.39, -0.14, -1.86], [1.91, -0.89, -2.45], [-2.18, -1.74, 1.63], [-1.98, -0.27, 1.22], [0.39, -1.75, 2.01], [-0.12, -1.89, 0.33], [1.87, -0.34, 0.66], [0.25, 1.64, 1.94], [1.11, 0.47, 2.80], [1.33, 1.47, -0.61], [-0.44, 1.29, -0.44], [-0.19, 0.60, -2.41], [-0.54, -0.77, -1.86], [2.11, 0.15, -3.31], [-3.77, 1.91, 1.53], [-4.39, 2.55, 1.61], [-3.15, 2.10, 0.94]]}

---

Tell me which of them is the least stable. Sure, it is model P.

---

Model P:
{"formula": "CH4IO2PS", "method": "the ωB97M-V functional and the def2-TZVPD basis", "homo_lumo_gap_ev": 9.3, "lumo_ev": -0.21, "homo_energy_ev": -9.54, "mol_weight_g_mol": 237.99, "species": ["C", "O", "P", "O", "S", "H", "H", "H", "I", "H"], "positions_angstrom": [[0.49, 0.07, -0.08], [-0.63, -0.82, 0.02], [-0.69, -2.49, 0.11], [0.62, -2.71, 1.01], [1.10, -3.17, -0.66], [0.86, -0.06, -1.00], [1.31, -0.21, 0.77], [-0.01, 1.14, 0.17], [-4.11, 0.51, 0.11], [-2.60, 0.70, 0.64]]}

---

Model Q:
{"formula": "CH4IO2PS", "method": "the ωB97M-V functional and the def2-TZVPD basis", "homo_lumo_gap_ev": 6.7, "lumo_ev": -2.11, "homo_energy_ev": -8.85, "mol_weight_g_mol": 237.99, "species": ["C", "O", "P", "I", "O", "S", "H", "H", "H", "H"], "positions_angstrom": [[0.37, 0.31, -0.51], [-1.06, -0.05, -0.43], [-1.58, -1.30, 0.31], [-4.05, 0.33, -0.01], [-0.12, -2.03, 0.52], [-1.08, -3.27, -0.33], [0.81, -0.29, 0.35], [0.48, 1.36, -0.30], [0.86, 0.20, -1.41], [-1.66, -1.19, 1.71]]}

---

Tell me which of them is the least stable. Sure, it is model Q.

---

Model P:
{"formula": "C6H19NO3", "method": "the ωB97M-V functional and the def2-TZVPD basis", "homo_lumo_gap_ev": 9.8, "lumo_ev": 0.58, "homo_energy_ev": -9.18, "mol_weight_g_mol": 153.22, "species": ["C", "C", "C", "C", "C", "C", "N", "H", "H", "H", "H", "H", "H", "H", "H", "H", "H", "H", "H", "H", "O", "H", "H", "O", "H", "H", "O", "H", "H"], "positions_angstrom": [[-0.83, -2.45, 1.21], [-0.75, -1.15, 0.47], [0.24, -0.77, -0.34], [1.40, -1.68, -0.62], [0.34, 0.63, -0.88], [-0.97, 1.37, -1.14], [-0.72, 2.82, -1.24], [0.14, -2.89, 1.38], [-1.24, -2.27, 2.21], [-1.54, -3.17, 0.79], [-1.64, -0.55, 0.65], [1.24, -2.51, -1.30], [2.30, -1.13, -0.92], [1.71, -2.18, 0.30], [1.05, 1.30, -0.41], [0.85, 0.62, -1.86], [-1.38, 1.03, -2.09], [-1.73, 1.13, -0.40], [-1.35, 3.39, -0.70], [-0.74, 3.14, -2.20], [0.78, 2.62, 1.65], [0.35, 3.37, 2.08], [0.83, 2.84, 0.71], [0.94, 0.72, 4.04], [0.37, 1.00, 3.31], [1.81, 0.67, 3.63], [-0.71, -2.27, -2.93], [-0.94, -1.65, -2.22], [0.18, -1.99, -3.18]]}

---

Model Q:
{"formula": "C6H19NO3", "method": "the ωB97M-V functional and the def2-TZVPD basis", "homo_lumo_gap_ev": 9.9, "lumo_ev": 0.60, "homo_energy_ev": -9.31, "mol_weight_g_mol": 153.22, "species": ["C", "O", "C", "C", "C", "N", "H", "H", "H", "H", "H", "H", "H", "H", "H", "H", "H", "C", "O", "H", "H", "H", "H", "C", "O", "H", "H", "H", "H"], "positions_angstrom": [[-7.98, 17.62, 17.65], [-7.17, 16.48, 17.85], [-7.29, 15.53, 16.89], [-6.61, 14.26, 17.40], [-5.16, 14.43, 17.83], [-6.62, 13.26, 16.35], [-8.10, 17.96, 16.62], [-7.61, 18.48, 18.21], [-8.92, 17.40, 18.16], [-8.30, 15.29, 16.57], [-6.77, 15.98, 16.04], [-7.20, 13.79, 18.19], [-4.52, 14.87, 17.07], [-4.75, 13.47, 18.17], [-5.11, 15.01, 18.76], [-5.92, 13.42, 15.64], [-7.49, 13.29, 15.84], [-1.29, 20.16, 18.99], [-2.27, 19.74, 18.01], [-1.71, 21.04, 19.47], [-1.11, 19.41, 19.76], [-0.39, 20.52, 18.49], [-2.80, 19.00, 18.29], [0.89, 19.04, 12.17], [0.34, 20.30, 12.48], [1.55, 19.09, 11.30], [1.44, 18.61, 13.01], [0.22, 18.31, 11.72], [-0.58, 20.13, 12.69]]}

---

Model R:
{"formula": "C6H19NO3", "method": "the ωB97M-V functional and the def2-TZVPD basis", "homo_lumo_gap_ev": 9.7, "lumo_ev": 0.26, "homo_energy_ev": -9.44, "mol_weight_g_mol": 153.22, "species": ["C", "C", "C", "C", "C", "C", "N", "H", "H", "H", "H", "H", "H", "H", "H", "H", "H", "H", "H", "H", "O", "H", "H", "O", "H", "H", "O", "H", "H"], "positions_angstrom": [[-1.80, 0.15, -0.94], [-1.07, -0.15, 0.11], [-0.33, -1.36, 0.60], [-1.12, -2.71, 0.71], [-1.07, 1.00, 1.08], [0.35, 1.66, 1.24], [1.13, 1.70, -0.04], [-2.14, 1.08, -1.02], [-2.28, -0.63, -1.66], [0.18, -1.21, 1.68], [0.52, -1.51, -0.19], [-0.51, -3.46, 1.14], [-2.12, -2.58, 1.27], [-1.40, -2.91, -0.38], [-1.45, 0.55, 2.00], [-1.81, 1.89, 0.91], [0.97, 1.07, 1.94], [0.18, 2.65, 1.69], [1.05, 0.86, -0.66], [2.14, 1.73, 0.36], [-0.28, 4.47, -0.62], [0.00, 3.57, -0.45], [-1.09, 4.40, -0.99], [1.20, -1.49, -2.42], [1.91, -1.68, -3.12], [0.61, -1.12, -3.01], [3.11, -1.97, 0.29], [2.40, -1.84, 0.97], [2.70, -2.16, -0.51]]}

---

Tell me which of them is the least stable. Sure, it is model R.